(1)
Molecular formula: C14H19N4O4PPdS5
Method: DFT, wB97M-V/def2-TZVPD

Last column: Löwdin charge in e.
Positions of all 48 atoms, in Å:
Pd (-0.13470, 0.54148, -0.49685)  0.385
S (-0.47528, 0.99008, 1.68538)  0.679
C (0.55184, 2.39470, 1.93185)  -0.643
C (0.35282, 3.14715, 3.08586)  -0.054
C (1.19381, 4.21160, 3.37469)  -0.184
C (0.97784, 4.96661, 4.57425)  -0.177
N (0.79751, 5.55220, 5.54577)  0.174
C (2.23250, 4.54541, 2.48243)  -0.182
C (2.40741, 3.81887, 1.31385)  -0.055
C (1.58036, 2.73730, 1.02009)  -0.664
S (1.83124, 1.83634, -0.45774)  0.660
C (3.11106, 5.64580, 2.75255)  -0.176
N (3.83175, 6.51700, 2.95502)  0.175
H (-0.45389, 2.90928, 3.76551)  0.123
H (3.19749, 4.09933, 0.63062)  0.121
C (2.99652, -2.28239, -1.24295)  -0.158
P (1.76386, -2.29606, 0.06608)  0.599
C (0.73058, -3.76220, -0.07699)  -0.159
C (2.70519, -2.55196, 1.58162)  -0.166
O (1.03176, -0.98496, 0.24453)  -0.586
H (3.54792, -3.22324, -1.22984)  0.060
H (3.68583, -1.45900, -1.05479)  0.060
H (2.51326, -2.14442, -2.20903)  0.043
H (1.30154, -4.57476, -0.52860)  0.065
H (-0.12653, -3.53971, -0.69826)  0.021
H (0.39777, -4.06223, 0.91662)  0.061
H (3.24180, -3.50070, 1.53125)  0.059
H (2.02642, -2.56490, 2.43320)  0.060
H (3.41711, -1.73696, 1.70926)  0.060
C (-3.60095, 0.99863, -3.78467)  -0.058
N (-3.11050, 1.42657, -2.48448)  -0.036
C (-2.09657, 2.25898, -2.35693)  -0.729
S (-1.31332, 2.48922, -0.80978)  0.709
N (-1.72635, 3.03015, -3.36519)  -0.004
C (-0.53625, 3.87141, -3.39697)  -0.067
H (-4.24818, 0.13939, -3.63537)  0.099
H (-2.76538, 0.69198, -4.41752)  0.085
H (-4.18179, 1.78965, -4.26384)  0.090
H (-3.19928, 0.76412, -1.71463)  0.034
H (-2.27895, 2.98621, -4.20788)  0.136
H (0.30004, 3.34185, -2.94752)  0.062
H (-0.69835, 4.80850, -2.86682)  0.088
H (-0.31319, 4.08312, -4.44010)  0.093
O (-1.78701, -1.47997, -3.69245)  -0.346
S (-0.86685, -1.11871, -2.65268)  0.156
O (-0.41727, 0.34333, -2.74985)  -0.499
O (0.27755, -1.96073, -2.45035)  -0.406
S (-1.90683, -1.01604, -0.82669)  0.395

Force components x, y, z for each atom (eV/Å):
-0.121 0.927 -0.449
0.086 0.063 0.134
0.371 0.063 -0.354
0.170 0.052 -0.195
0.174 0.067 -0.179
0.072 0.018 0.024
-0.029 0.024 0.020
-0.211 -0.091 0.122
-0.126 -0.028 0.129
-0.433 -0.179 0.304
-0.394 -0.043 0.108
0.026 0.038 0.077
0.006 0.023 -0.015
-0.022 -0.040 -0.001
-0.002 -0.014 -0.023
-0.143 -0.021 -0.038
0.197 0.162 0.188
0.078 0.051 0.009
0.054 -0.068 -0.106
0.271 -0.632 -0.086
0.017 -0.003 -0.014
-0.016 0.019 0.021
0.028 -0.024 0.082
0.002 0.009 0.031
-0.102 0.023 -0.117
-0.002 0.028 -0.001
0.020 0.000 0.042
-0.033 0.009 -0.017
-0.011 0.001 -0.017
-0.082 0.045 -0.059
0.060 -0.097 0.049
0.097 0.141 -0.047
-0.188 0.050 0.217
-0.205 -0.014 -0.110
0.032 0.011 0.003
0.037 0.010 -0.033
-0.062 -0.006 -0.014
-0.009 0.016 0.019
-0.013 0.082 -0.067
0.050 -0.056 0.003
0.018 0.003 0.006
0.012 -0.001 0.006
0.014 0.003 0.016
0.018 -0.002 -0.106
-0.385 1.283 0.153
0.231 -1.248 0.585
0.333 -0.649 -0.188
0.119 -0.005 -0.113

Calculated values
HOMO energy (spin up / spin down): -0.3015 / -0.3015 hartree
Spin multiplicity: 1
LUMO energy (spin up / spin down): -1.85 / -1.85 eV
HOMO-LUMO gap (spin up / spin down): 6.351 / 6.352 eV

---

(2)
Molecular formula: C14H19N5O2
Method: DFT, wB97M-V/def2-TZVPD

Last column: Löwdin charge in e.
Positions of all 40 atoms, in Å:
C (-5.64760, -0.86254, 1.13668)  -0.105
C (-4.63233, -0.19619, 0.21827)  -0.231
C (-3.63369, 0.64582, 1.01493)  -0.210
O (-2.70563, 1.32047, 0.18750)  -0.042
C (-1.70383, 0.62573, -0.40957)  -0.254
C (-0.94466, 1.34108, -1.33892)  0.003
C (0.09515, 0.73419, -2.01275)  -0.080
C (0.41972, -0.58781, -1.76148)  -0.062
C (-0.30970, -1.29518, -0.81522)  -0.163
C (-0.02062, -2.72770, -0.54265)  -0.421
O (-0.84802, -3.60747, -0.61353)  0.100
N (1.28405, -3.03076, -0.22335)  0.174
C (2.28542, -2.17716, 0.13590)  -0.388
N (3.56017, -2.59388, 0.28013)  0.074
N (4.23941, -1.55449, 0.62699)  0.055
N (3.41291, -0.55122, 0.69941)  -0.205
C (3.80053, 0.79383, 0.99495)  -0.143
C (3.59417, 1.68412, -0.23217)  -0.239
C (3.96347, 3.12952, 0.06926)  -0.107
N (2.16864, -0.88177, 0.40767)  0.190
C (-1.37916, -0.70250, -0.15621)  0.047
H (-6.20091, -0.11672, 1.70318)  0.072
H (-5.15017, -1.52776, 1.83905)  0.074
H (-6.35445, -1.44739, 0.55427)  0.072
H (-5.14269, 0.45522, -0.49390)  0.116
H (-4.09608, -0.95624, -0.35302)  0.106
H (-4.16148, 1.44786, 1.53930)  0.131
H (-3.11683, 0.03088, 1.76203)  0.123
H (-1.20232, 2.37247, -1.52180)  0.118
H (0.65633, 1.29598, -2.74500)  0.107
H (1.22133, -1.06757, -2.30225)  0.119
H (1.51959, -4.01433, -0.15925)  0.162
H (4.85010, 0.76314, 1.29289)  0.129
H (3.18900, 1.15801, 1.82508)  0.131
H (2.54662, 1.61807, -0.53369)  0.092
H (4.20971, 1.30836, -1.05221)  0.115
H (5.00605, 3.20460, 0.36944)  0.073
H (3.34394, 3.52318, 0.87126)  0.074
H (3.81496, 3.74611, -0.81283)  0.072
H (-1.93110, -1.29996, 0.55161)  0.120

Force components x, y, z for each atom (eV/Å):
0.162 0.089 -0.153
0.186 0.131 0.165
-0.378 -0.257 -0.012
0.189 0.151 -0.145
0.254 0.017 -0.170
-0.175 -0.022 0.178
-0.018 -0.074 -0.026
-0.201 -0.190 -0.012
-0.316 0.383 -0.408
0.003 -0.098 -0.003
-0.120 0.011 0.041
-0.038 -0.629 -0.128
0.785 1.201 0.457
-0.406 -0.744 -0.309
0.912 0.469 0.293
-0.247 -0.948 -0.047
0.110 0.785 -0.192
0.061 0.083 0.194
-0.058 -0.225 -0.072
-0.415 -0.244 0.099
-0.070 -0.021 0.130
-0.105 0.035 0.096
-0.009 -0.099 0.108
-0.094 -0.066 0.029
0.059 0.003 -0.044
-0.014 0.036 -0.057
0.072 -0.140 0.009
-0.011 0.070 -0.017
-0.043 0.119 -0.027
0.032 0.048 -0.070
0.118 -0.033 -0.009
-0.160 0.130 -0.023
-0.128 -0.035 0.024
0.108 -0.088 -0.013
0.041 -0.058 -0.035
-0.048 -0.080 -0.018
0.118 0.089 0.042
-0.047 0.113 0.096
0.011 0.119 -0.032
-0.117 -0.032 0.057

Calculated values
HOMO energy: -0.3151 hartree
Spin multiplicity: 1
LUMO energy: 0.68 eV
HOMO-LUMO gap: 9.256 eV

---

Which energy relative to the best compared isomer or geometry (same formula, charge and spin) belongs to each record? In order, 0.304 1.371 eV.